2 unconnected molecules or ions with the total composition C3H10N2 at a distorted geometry. Source: the OMol25 dataset; level of theory: ωB97M-V with the def2-TZVPD basis set.

Gap between HOMO and LUMO = 10.3 eV
Calculated total energy = -6251.9807 eV
Relative energy (zero: lowest compared OMol25 entry of this formula, charge and spin) = 33.38 kcal per mole
Structure (SMILES) = [H]/N=C\N.CC
LUMO level = 0.0334 Ha

```
! RIJCOSX wB97M-V def2-TZVPD def2/J DEFGRID3
* xyz 0 1
C 3.61553 4.40856 2.88174
C 2.35333 3.70469 2.30265
H 4.28392 3.54521 3.22983
H 3.21349 5.06326 3.71943
H 4.17935 5.03878 2.10506
H 1.70254 3.26560 3.22218
H 1.92153 4.35156 1.62047
H 2.71970 2.78166 1.75422
N -3.98256 -4.07934 -2.51493
C -2.86496 -4.52692 -3.20748
N -2.53191 -5.78879 -3.45066
H -4.23139 -3.01109 -2.57593
H -4.82413 -4.68226 -2.53881
H -2.31651 -3.75306 -3.67961
H -3.23794 -6.31787 -2.86815
*
```

Here are the Löwdin charges for atoms 1 to 5, given in e: C -0.2054; C -0.2033; H 0.0728; H 0.0675; H 0.0762

2 unconnected molecules or ions with the total composition C3H10N2 at a distorted geometry. Source: the OMol25 dataset; level of theory: ωB97M-V with the def2-TZVPD basis set.

Gap between HOMO and LUMO = 8.6 eV
Calculated total energy = -6251.4701 eV
Relative energy (zero: lowest compared OMol25 entry of this formula, charge and spin) = 45.16 kcal per mole
Structure (SMILES) = C=CN.CN
LUMO level = 0.0379 Ha

```
! RIJCOSX wB97M-V def2-TZVPD def2/J DEFGRID3
* xyz 0 1
C 1.26540 1.37284 -0.30967
N 1.57745 0.63313 0.93564
H 1.21004 0.81447 -1.24428
H 0.33448 1.93326 -0.25171
H 2.01141 2.14282 -0.55486
H 1.55237 1.40493 1.61218
H 2.59489 0.54518 0.99868
C -2.09436 -0.07713 0.01045
C -1.51359 -1.28229 -0.19106
N -0.25344 -1.83313 -0.32238
H -1.80392 0.69640 0.70304
H -2.96929 -0.00073 -0.62246
H -2.21310 -2.06623 -0.49220
H -0.28166 -2.83338 -0.35953
H 0.58331 -1.45015 0.08817
*
```

Here are the Löwdin charges for atoms 1 to 5, given in e: C -0.2073; N -0.0672; H 0.0634; H 0.0576; H 0.0621

2 unconnected molecules or ions with the total composition C3H10N2 at a distorted geometry. Source: the OMol25 dataset; level of theory: ωB97M-V with the def2-TZVPD basis set.

Gap between HOMO and LUMO = 7.9 eV
Calculated total energy = -6247.9613 eV
Relative energy (zero: lowest compared OMol25 entry of this formula, charge and spin) = 126.07 kcal per mole
LUMO level = -0.0285 Ha

```
! RIJCOSX wB97M-V def2-TZVPD def2/J DEFGRID3
* xyz 0 1
N 2.35497 0.45130 -0.46528
C 1.03101 -0.15919 -0.23450
C -0.05244 0.62474 0.55126
C -1.29899 -0.25954 0.44305
N -1.78220 -0.23136 -0.96465
H 2.98028 -0.07159 -1.07801
H 2.79456 0.85927 0.35573
H 1.13154 -1.13258 0.20830
H 0.73788 -0.27034 -1.28509
H 0.16726 0.54868 1.62614
H -0.30391 1.65942 0.29752
H -1.91706 -0.30071 1.33929
H -0.93563 -1.31368 0.60263
H -2.96275 0.76773 -0.09835
H -1.94452 -1.17216 -1.29805
*
```

Here are the Löwdin charges for atoms 1 to 5, given in e: N -0.0333; C -0.2987; C -0.1994; C -0.4738; N 0.0250

A single C3H10N2 molecule at a distorted geometry. Source: the OMol25 dataset; level of theory: ωB97M-V with the def2-TZVPD basis set.

Gap between HOMO and LUMO = 9.9 eV
Calculated total energy = -6252.0655 eV
Relative energy (zero: lowest compared OMol25 entry of this formula, charge and spin) = 31.43 kcal per mole
Structure (SMILES) = CNCCN
LUMO level = 0.0454 Ha

```
! RIJCOSX wB97M-V def2-TZVPD def2/J DEFGRID3
* xyz 0 1
N -0.16448 1.07376 1.97253
C 0.60807 0.87815 0.70345
C -0.33546 0.54585 -0.52574
N -0.54156 -0.91526 -0.57958
C 0.30454 -1.51023 -1.56696
H -0.40606 0.20667 2.57000
H 0.32880 1.76904 2.50090
H 1.20541 1.75592 0.57969
H 1.30039 0.03962 0.93091
H -1.36029 0.96129 -0.18084
H 0.11342 0.96374 -1.45654
H -1.54010 -1.19862 -0.77652
H 1.18277 -1.87598 -1.08831
H 0.01106 -2.37839 -2.13253
H 0.64395 -0.83537 -2.36193
*
```

Here are the Löwdin charges for atoms 1 to 5, given in e: N -0.0512; C -0.2640; C -0.2248; N -0.1489; C -0.1808

A single C3H10N2 molecule at a distorted geometry. Source: the OMol25 dataset; level of theory: ωB97M-V with the def2-TZVPD basis set.

Gap between HOMO and LUMO = 10.3 eV
Calculated total energy = -6252.8473 eV
Relative energy (zero: lowest compared OMol25 entry of this formula, charge and spin) = 13.40 kcal per mole
Structure (SMILES) = NCCCN
LUMO level = 0.0435 Ha

```
! RIJCOSX wB97M-V def2-TZVPD def2/J DEFGRID3
* xyz 0 1
C -0.83116 1.07865 -0.30098
C 0.28797 0.10304 -0.04270
C 0.01800 -0.93048 0.97588
H 0.08831 2.76904 -1.15051
H -0.17508 1.45316 -2.21612
H -1.67600 0.53733 -0.63781
H -1.13711 1.62031 0.63173
H 1.25515 0.61237 0.20798
H 0.50991 -0.44900 -1.02861
H -0.96707 -1.29830 0.83503
H 0.04830 -0.56003 2.01202
H 0.94303 -2.80160 1.44485
H 1.18320 -2.21358 -0.14771
N -0.59989 2.04310 -1.43707
N 1.05243 -1.96399 0.85401
*
```

Here are the Löwdin charges for atoms 1 to 5, given in e: C -0.3017; C -0.2626; C -0.3366; H 0.0640; H 0.0815

2 unconnected molecules or ions with the total composition C3H10N2 at a distorted geometry. Source: the OMol25 dataset; level of theory: ωB97M-V with the def2-TZVPD basis set.

Gap between HOMO and LUMO (spin up / spin down) = 9.1 / 9.2 eV
Calculated total energy = -6248.8152 eV
Relative energy (zero: lowest compared OMol25 entry of this formula, charge and spin) = 106.38 kcal per mole
LUMO level (spin up / spin down) = 0.0061 / 0.0050 Ha

```
! RIJCOSX wB97M-V def2-TZVPD def2/J DEFGRID3
* xyz 0 1
C -2.03957 -0.41552 0.32251
C 1.35812 1.14046 0.25388
C -0.71618 0.20129 -0.24359
N 0.98142 -1.68459 -0.29247
N 0.42322 0.15329 0.55091
H -2.04619 -0.22983 1.43918
H -2.73517 0.28241 -0.29156
H -1.99571 -1.53459 -0.04621
H 1.44129 1.91562 1.03931
H 2.41689 0.70869 0.25415
H 1.19493 1.65755 -0.62835
H -0.53069 -0.17827 -1.18418
H -0.93120 1.28052 -0.58844
H 1.61752 -1.32139 -1.03470
H 1.56132 -1.97565 0.44955
*
```

Here are the Löwdin charges for atoms 1 to 5, given in e: C -0.0893; C -0.1813; C -0.4279; N 0.0845; N -0.0753

A single C3H10N2 molecule at a distorted geometry. Source: the OMol25 dataset; level of theory: ωB97M-V with the def2-TZVPD basis set.

Gap between HOMO and LUMO = 10.2 eV
Calculated total energy = -6252.7632 eV
Relative energy (zero: lowest compared OMol25 entry of this formula, charge and spin) = 15.34 kcal per mole
Structure (SMILES) = C[C@H](N)CN
LUMO level = 0.0394 Ha

```
! RIJCOSX wB97M-V def2-TZVPD def2/J DEFGRID3
* xyz 0 1
N 1.49878 -0.12296 -0.23884
C 0.05587 -0.01286 -0.56252
C -0.23362 -1.23873 -1.48884
C -0.78087 0.04297 0.69154
N -0.43448 1.27022 1.47613
H 1.60903 -0.76111 0.54713
H 1.91092 0.70327 0.18656
H -0.02610 0.93134 -1.10053
H -1.30689 -1.29290 -1.67092
H 0.20840 -0.91378 -2.42651
H 0.25139 -2.06584 -0.98368
H -0.64062 -0.73519 1.44285
H -1.83200 0.14748 0.36888
H -1.00491 1.20046 2.32228
H -0.87580 2.14331 1.19261
*
```

Here are the Löwdin charges for atoms 1 to 5, given in e: N 0.0046; C -0.4611; C -0.0573; C -0.2593; N -0.0302

2 unconnected molecules or ions with the total composition C3H10N2O at a distorted geometry. Source: the OMol25 dataset; level of theory: ωB97M-V with the def2-TZVPD basis set.

Gap between HOMO and LUMO = 9.1 eV
Calculated total energy = -8299.4136 eV
Relative energy (zero: lowest compared OMol25 entry of this formula, charge and spin) = 48.21 kcal per mole
Structure (SMILES) = C=CN.NCO
LUMO level = 0.0275 Ha

```
! RIJCOSX wB97M-V def2-TZVPD def2/J DEFGRID3
* xyz 0 1
C 2.10041 1.01671 0.16133
C 1.75441 1.67781 -0.93197
N 1.30585 0.83946 1.30423
H 3.06111 0.51543 0.17149
H 2.17591 1.83477 -1.91480
H 0.76612 2.14116 -1.00580
H -1.27628 -1.72653 1.48099
H 0.32482 0.98356 1.11670
H 1.42157 -0.10593 1.65256
N -1.49438 -1.61883 -0.97922
C -1.64704 -0.52628 -0.02523
O -1.57557 -0.84263 1.35447
H -1.04343 -2.44590 -0.61671
H -2.41998 -1.87604 -1.32691
H -2.60663 -0.02950 -0.13849
H -0.84692 0.16274 -0.30265
*
```

Here are the Löwdin charges for atoms 1 to 5, given in e: C -0.3062; C -0.0419; N 0.0350; H 0.0966; H 0.0395

2 unconnected molecules or ions with the total composition C3H10N2O at a distorted geometry. Source: the OMol25 dataset; level of theory: ωB97M-V with the def2-TZVPD basis set.

Gap between HOMO and LUMO = 10.1 eV
Calculated total energy = -8298.3212 eV
Relative energy (zero: lowest compared OMol25 entry of this formula, charge and spin) = 73.40 kcal per mole
Structure (SMILES) = [H]/N=C\CC.NO
LUMO level = 0.0423 Ha

```
! RIJCOSX wB97M-V def2-TZVPD def2/J DEFGRID3
* xyz 0 1
C 0.64201 -1.24233 0.73362
C -0.83664 -1.38141 0.67921
C -1.29322 0.06548 0.94965
N 1.44877 -1.06648 -0.23621
H 1.06184 -1.08242 1.72445
H 1.06096 -1.31133 -1.14710
H 1.45934 0.62004 -0.40003
H -1.19483 -2.05272 1.46103
H -1.16864 -1.71728 -0.30592
H -2.36163 0.15259 0.76526
H -1.08359 0.35627 1.97641
N 0.54103 1.72813 -1.78435
O 1.17072 1.65362 -0.49381
H -0.75510 0.80357 0.28447
H 0.01227 2.59937 -1.75174
H 1.29672 1.87490 -2.45494
*
```

Here are the Löwdin charges for atoms 1 to 5, given in e: C -0.2532; C -0.2196; C -0.0994; N 0.0632; H 0.1200

A molecular structure, C3H10N2O at a distorted geometry. Source: the OMol25 dataset; level of theory: ωB97M-V with the def2-TZVPD basis set.

Gap between HOMO and LUMO = 8.1 eV
Calculated total energy = -8297.1346 eV
Relative energy (zero: lowest compared OMol25 entry of this formula, charge and spin) = 100.76 kcal per mole
LUMO level = 0.0177 Ha

```
! RIJCOSX wB97M-V def2-TZVPD def2/J DEFGRID3
* xyz 0 1
C 0.81290 0.18079 1.58460
C 1.63967 -0.60322 -0.10324
O -0.27450 -0.41026 1.87530
N 1.72776 -1.87069 -0.14547
H -1.15859 -0.29700 0.50476
H 0.90806 -2.29143 0.31868
H 0.78759 1.23872 1.26505
H 1.72938 -0.07624 2.13336
H 2.50525 -0.04727 -0.49364
C -1.51206 1.12722 -1.09529
N -1.03925 -0.16513 -0.57559
H -1.41280 -0.95872 -1.08543
H 0.14689 -0.21169 -0.51954
H -1.20720 1.25166 -2.13507
H -2.59622 1.20992 -1.01992
H -1.05688 1.92335 -0.50855
*
```

Here are the Löwdin charges for atoms 1 to 5, given in e: C -0.3140; C -0.2716; O -0.2080; N 0.0203; H 0.1071